# 1
Entry from OMol25: a gas-phase ion, C2H4BrO3S (charge -1) (ωB97M-V with the def2-TZVPD basis set).

highest occupied orbital energy = -4.6 eV
ΔE to the lowest compared entry with this formula, charge and spin = 4.4 kcal per mole
E_LUMO = 3.390 eV
multiplicity = 1
gap between HOMO and LUMO = 7.9 eV
total charge = -1

Atoms and positions in Å:
C: -0.25409 -0.07233 -0.24158
C: 0.98930 -0.33024 0.51396
Br: 2.10710 -1.69023 -0.05761
S: 2.34022 1.35828 0.01099
O: 3.50192 1.19674 0.89457
O: 1.55584 2.55523 0.21791
O: 2.60817 1.04619 -1.37729
H: -0.11854 0.26761 -1.36661
H: -0.88616 -1.04180 -0.43226
H: -0.71595 0.63676 0.34470
H: 0.76965 -0.26522 1.53788

# 2
Entry from OMol25: C3H6N2O in the gas phase (ωB97M-V with the def2-TZVPD basis set).

highest occupied orbital energy = -9.3 eV
ΔE to the lowest compared entry with this formula, charge and spin = 35.5 kcal per mole
E_LUMO = 0.330 eV
multiplicity = 1
gap between HOMO and LUMO = 9.6 eV
total charge = 0

Atoms and positions in Å:
H: 1.46895 0.67502 -2.08903
N: 0.95508 -0.19862 -1.94570
C: 0.38514 -0.25038 -0.79842
C: -0.35348 -1.55403 -0.56627
O: -0.69115 -1.98654 0.50904
N: 0.44245 0.66352 0.21565
C: -0.51514 0.79751 1.30611
H: -0.50742 -2.11228 -1.50718
H: 1.09514 1.42756 0.08139
H: -1.53512 0.98254 0.94205
H: -0.21245 1.64998 1.91927
H: -0.53201 -0.09429 1.93310

# 3
Entry from OMol25: a molecular structure, C37H22As2Br4N2O14S2Ta (ωB97M-V with the def2-TZVPD basis set).

highest occupied orbital energy = -5.7 eV
ΔE to the lowest compared entry with this formula, charge and spin = 33.5 kcal per mole
E_LUMO = 0.829 eV
multiplicity = 1
gap between HOMO and LUMO = 6.5 eV
total charge = -1

Atoms and positions in Å:
Ta: 0.73241 0.77622 0.46645
O: 2.73627 2.37027 -0.80694
As: 1.35836 3.18979 -1.54359
O: 1.62506 3.70148 -3.05090
O: 0.32057 1.82803 -1.24428
C: 0.56776 4.62316 -0.50584
C: -0.22333 5.44913 -1.29311
C: -0.99714 6.45037 -0.70888
C: -0.96893 6.63808 0.65743
C: -0.15854 5.83376 1.45511
C: 0.59496 4.84072 0.87010
S: 1.64579 3.83173 1.86617
O: 1.41669 4.03631 3.25646
O: 2.98287 4.00370 1.35474
O: 1.07759 2.48388 1.42031
H: 3.27180 2.98856 -0.27935
H: -0.23220 5.30636 -2.36688
H: -1.62328 7.07213 -1.33517
H: -1.57521 7.40994 1.11334
H: -0.12008 5.96378 2.52846
Br: 7.20893 -1.95649 0.55977
C: 5.47155 -1.46175 0.00711
C: 4.95637 -1.90803 -1.20526
Br: 5.98697 -3.02669 -2.32700
C: 3.66635 -1.54294 -1.60427
Br: 2.90590 -2.07514 -3.24188
C: 2.89365 -0.75661 -0.76850
O: 1.67188 -0.32485 -1.02680
C: 3.39938 -0.35724 0.47539
O: 2.53782 0.32202 1.21997
C: 4.69487 -0.66153 0.84945
Br: 5.28450 -0.02340 2.51650
S: -0.16206 0.46804 2.90700
C: -1.35652 -0.83018 2.92459
C: -2.48843 -0.73720 3.73506
C: -3.43381 -1.75124 3.73415
C: -3.28024 -2.86893 2.92345
C: -2.15565 -2.97715 2.11620
C: -1.19572 -1.97752 2.14006
As: 0.36423 -1.88175 1.03155
C: -0.02065 -3.07823 -0.44371
C: -0.40635 -2.53639 -1.66662
C: -0.77662 -3.37282 -2.71043
C: -0.75751 -4.74900 -2.54346
C: -0.37153 -5.29534 -1.32725
C: -0.00767 -4.46304 -0.27910
C: 1.78145 -2.74719 2.01485
C: 1.88630 -2.59034 3.39262
C: 2.99540 -3.08743 4.05998
C: 4.01036 -3.72460 3.36029
C: 3.91433 -3.87456 1.98466
C: 2.80254 -3.38671 1.31310
H: -2.62985 0.14577 4.34478
H: -4.31129 -1.65710 4.36260
H: -4.03315 -3.64629 2.91152
H: -2.03828 -3.84118 1.47215
H: -0.40374 -1.46393 -1.81178
H: -1.07002 -2.94377 -3.65987
H: -1.04076 -5.39820 -3.36228
H: -0.35477 -6.36965 -1.19480
H: 0.29016 -4.90253 0.66631
H: 1.11701 -2.06392 3.94250
H: 3.07592 -2.95399 5.13116
H: 4.88587 -4.08691 3.88395
H: 4.71049 -4.35055 1.42610
H: 2.75652 -3.48490 0.23440
O: -1.27139 0.26253 0.01739
C: -1.92274 1.38697 -0.15810
O: -1.76853 2.37229 0.53951
C: -2.84502 1.42408 -1.33501
C: -3.40868 0.27606 -1.87241
C: -4.22387 0.40615 -2.98255
C: -4.47772 1.61471 -3.60367
C: -3.88633 2.72753 -3.03509
C: -3.08525 2.66501 -1.91153
N: -4.12552 4.04465 -3.66477
O: -3.77610 5.03260 -3.04998
O: -4.64843 4.05410 -4.76262
N: -4.84562 -0.81142 -3.55422
O: -5.51761 -0.67962 -4.55882
O: -4.65046 -1.86307 -2.98113
H: -3.20976 -0.69445 -1.44127
H: -5.09339 1.68057 -4.48497
H: -2.64915 3.55530 -1.48256

# 4
Entry from OMol25: a molecular structure, C6H6 (ωB97M-V with the def2-TZVPD basis set).

highest occupied orbital energy (spin up / spin down) = -7.5 / -7.5 eV
ΔE to the lowest compared entry with this formula, charge and spin = 148.7 kcal per mole
E_LUMO (spin up / spin down) = 0.468 / 0.470 eV
multiplicity = 1
gap between HOMO and LUMO (spin up / spin down) = 8.0 / 8.0 eV
total charge = 0

Atoms and positions in Å:
C: -0.49850 -0.55293 0.19288
C: -1.75003 -0.24190 -0.06553
C: -2.96680 -0.29474 -0.49765
C: 0.61647 -1.06143 0.89233
C: 1.40464 -0.14139 0.39141
C: 2.22229 0.91192 -0.18287
H: -3.41827 -0.83747 -1.34504
H: -3.63946 0.49251 -0.11695
H: 0.75316 -1.74889 1.78040
H: 1.70386 1.40212 -0.94564
H: 3.04835 0.51052 -0.71292
H: 2.52429 1.56167 0.60958

| no. | electronic energy (Ha) |
| --- | --- |
| 1 | -3276.56251 |
| 2 | -302.63652 |
| 3 | -18207.22801 |
| 4 | -231.98936 |